No. 1
Below is a structure of composition C27H22CaN9O4S in a non-equilibrium geometry, with properties calculated with the ωB97M-V functional and the def2-TZVPD basis.

Output
Frontier orbital gap (alpha / beta) (Eh): 0.1911 / 0.2462
Charge: -2
Expectation value of S²: 0.7736
Calculated total energy (eV): -79235.11639
E_HOMO (alpha / beta) (eV): -0.66 / -2.43
2S+1: 2

Element x y z (Å)
Ca 1.5287 0.2891 0.0394
C 1.1890 -0.3071 -4.4287
C 1.5791 0.1564 -3.1863
N 0.7375 0.1945 -2.1610
C -0.5019 -0.2838 -2.3499
C -0.8639 -0.7769 -3.6065
N -0.0421 -0.7689 -4.6445
C -1.4040 -0.2263 -1.1889
C -2.7640 -0.3856 -1.3115
C -3.6289 -0.2392 -0.1975
C -2.9711 0.0963 1.0239
C -1.6079 0.2475 1.0616
N -0.7977 0.0663 -0.0054
C -0.9337 0.7277 2.2873
C -1.2923 0.3222 3.5714
N -0.7033 0.8037 4.6593
C 0.2745 1.6857 4.4647
C 0.6566 2.0801 3.1916
N 0.0546 1.6087 2.1100
C -5.0538 -0.3592 -0.2986
C -5.7193 -0.6912 -1.5078
C -7.0898 -0.7862 -1.5499
N -7.9071 -0.5870 -0.5043
C -7.2879 -0.2770 0.6436
C -5.9266 -0.1562 0.8012
H 1.8717 -0.3328 -5.2685
H 2.5862 0.5049 -2.9937
H -1.8470 -1.1918 -3.7921
H -3.1719 -0.5902 -2.2895
H -3.5419 0.2891 1.9212
H -2.0665 -0.4212 3.7262
H 0.7670 2.0679 5.3501
H 1.4635 2.7873 3.0291
H -5.1601 -0.8758 -2.4140
H -7.5874 -1.0395 -2.4826
H -7.9494 -0.1149 1.4911
H -5.5401 0.0984 1.7784
N 0.0786 3.2278 -0.8016
C 1.4642 3.6007 -1.1334
C 2.4704 3.3538 0.0056
O 2.9291 4.3464 0.6141
N 2.7062 2.0664 0.2386
C 3.6222 1.7664 1.3292
C 3.1594 0.6450 2.2874
O 3.7550 0.5634 3.3709
O 2.2311 -0.1432 1.8980
H -0.1414 3.6394 0.0989
H 0.0477 2.2244 -0.6408
H 1.4833 4.6636 -1.3804
H 1.7659 3.0331 -2.0172
H 3.8267 2.6552 1.9288
H 4.5869 1.4247 0.9251
O 2.8347 -1.0972 -0.8881
N 3.3603 -2.2425 -0.4996
C 4.1516 -2.2700 0.5910
C 4.7338 -3.4250 1.0464
C 4.5109 -4.6094 0.3435
C 3.7230 -4.5802 -0.7802
C 3.1152 -3.3913 -1.2428
S 2.1282 -3.3397 -2.6121
H 4.2767 -1.3232 1.0896
H 5.3471 -3.3953 1.9350
H 4.9477 -5.5391 0.6890
H 3.5368 -5.4692 -1.3638

***

No. 2
Below is a structure of composition C27H22Cl2I2N4O3Pd in a non-equilibrium geometry, with properties calculated with the ωB97M-V functional and the def2-TZVPD basis.

Output
Frontier orbital gap (Eh): 0.1758
Charge: -2
Relative energy (zero: lowest compared OMol25 entry of this formula, charge and spin) (eV): 1.3320
Calculated total energy (eV): -85186.67990
E_HOMO (eV): -1.08

Element x y z (Å)
Pd 0.5342 -0.7110 -0.0664
Cl 6.5459 -4.8406 -0.0262
C 5.3077 -3.6308 -0.2952
C 5.6949 -2.3984 -0.7805
C 4.7322 -1.4556 -1.0510
I 5.2591 0.4275 -1.8561
C 3.3415 -1.6425 -0.8736
O 2.5007 -0.8044 -1.2589
C 2.9915 -2.9066 -0.2303
N 1.7244 -3.0432 0.1704
C 1.3311 -4.1983 0.6590
C 2.1697 -5.3145 0.7528
C 3.4940 -5.1737 0.4377
C 3.9660 -3.9289 -0.0269
H 6.7402 -2.1894 -0.9614
H 0.3048 -4.2591 0.9845
H 1.7767 -6.2633 1.0949
H 4.1815 -6.0005 0.5486
Cl -2.4034 -3.9469 2.4597
C -1.9141 -2.8851 1.1585
C -1.7777 -3.4153 -0.1300
C -1.4294 -2.5341 -1.1293
C -1.3221 -1.1556 -0.8435
N -1.4851 -0.6582 0.4216
C -1.7053 -1.5458 1.4015
H -1.9292 -4.4689 -0.3223
H -1.2826 -2.8820 -2.1443
H -1.4050 -0.4246 -1.6501
H -1.7925 -1.1438 2.4078
C -6.0002 3.6558 0.7898
C -4.6376 3.2752 0.2704
C -3.5333 3.2578 1.1111
C -2.2640 2.9594 0.6303
C -1.0844 2.8829 1.5522
C -2.0936 2.6990 -0.7292
C -3.2018 2.6497 -1.5719
C -2.9980 2.2621 -3.0083
C -4.4611 2.9464 -1.0674
C -0.6658 2.6447 -1.3043
O -0.1898 3.7535 -1.5742
O -0.1144 1.5286 -1.4396
H -6.0449 3.5561 1.8738
H -6.7736 3.0285 0.3462
H -6.2281 4.6940 0.5354
H -3.6566 3.5020 2.1621
H -1.3561 3.1997 2.5597
H -0.2694 3.5071 1.1862
H -0.7251 1.8488 1.5787
H -2.6900 1.2179 -3.0631
H -2.1940 2.8561 -3.4390
H -3.9020 2.3844 -3.6053
H -5.3261 2.9218 -1.7231
I 5.3380 2.9620 2.2969
C 3.6333 2.0803 1.4509
C 3.0630 2.3856 0.2314
N 1.9960 1.5981 0.1171
N 1.8350 0.8202 1.1858
C 2.8246 1.0966 2.0199
H 3.3635 3.0772 -0.5303
H 1.2739 1.5238 -0.6707
H 2.9328 0.6201 2.9772

***

No. 3
Below is a structure of composition C27H22Cl2N3O3S4V in a non-equilibrium geometry, with properties calculated with the ωB97M-V functional and the def2-TZVPD basis.

Output
Frontier orbital gap (alpha / beta) (Eh): 0.2054 / 0.1866
Charge: -1
Relative energy (zero: lowest compared OMol25 entry of this formula, charge and spin) (eV): 25.9399
Expectation value of S²: 3.8000
Calculated total energy (eV): -133023.11325
E_HOMO (alpha / beta) (eV): -3.38 / -3.38
2S+1: 4

Element x y z (Å)
V -0.0542 -0.2999 -0.1643
S -0.1791 -1.1956 -2.3695
C 1.3593 -0.6677 -3.0371
C 2.0294 -1.4558 -3.9776
C 3.2588 -1.0719 -4.4836
C 3.8474 0.1183 -4.0748
C 3.1872 0.9289 -3.1669
C 1.9602 0.5370 -2.6466
S 1.0634 1.5834 -1.5202
C 2.2940 1.9160 -0.2089
C 1.6123 1.8758 1.1387
C 2.1347 2.6368 2.1457
C 1.4343 2.7037 3.3851
C 0.2372 2.0952 3.5005
C -0.2963 1.2893 2.4131
C -1.5259 0.7230 2.5306
S -0.7941 -0.9457 5.0158
C 1.1569 -2.2125 2.1596
C -0.1837 -1.9284 4.0049
C 1.4075 -3.8142 3.6719
C 2.7992 -3.9959 3.2197
C 3.2564 -3.0728 2.1943
C 2.2727 -2.0031 1.5103
S 2.3445 -1.1836 0.0150
N 0.4797 1.1411 1.2612
H 1.5730 -2.3903 -4.2769
H 3.7716 -1.7143 -5.1892
H 4.8132 0.4138 -4.4645
H 3.6234 1.8703 -2.8546
H 2.7206 2.9053 -0.3689
H 3.0706 1.1599 -0.2976
H 3.0679 3.1623 1.9969
H 1.8496 3.2702 4.2108
H -0.3438 2.1465 4.4121
H -1.9289 0.0353 1.8003
H -2.1682 1.0171 3.3478
H -0.2756 -3.6703 3.8569
H 1.2861 -4.4310 4.5814
H 3.4444 -4.7274 3.6773
H 4.2725 -3.1205 1.8163
Cl -2.8153 -7.0347 1.9934
C -2.2290 -5.4435 1.5659
C -1.2842 -4.8412 2.3581
C -0.6556 -3.5847 2.1744
Cl 0.3619 -2.9474 3.0999
C -1.2561 -2.9371 0.9596
O -0.7395 -1.8018 0.6097
C -2.2947 -3.5186 0.2028
C -2.9993 -2.7615 -0.8285
O -2.9516 -1.5668 -1.0184
C -2.7538 -4.8052 0.4751
H -0.9362 -5.2936 3.2863
H -3.6847 -3.3814 -1.4428
H -3.5375 -5.2529 -0.1214
N -3.0637 2.7379 0.5750
C -2.8206 1.6714 -0.2395
N -3.9031 1.0785 -0.8075
O -1.6663 1.3593 -0.5297
H -3.9616 2.8395 1.0122
H -2.2648 3.0462 1.1051
H -4.8077 1.1858 -0.3852
H -3.6979 0.1948 -1.2564

***

No. 4
Below is a structure of composition C27H22ClMnN7O6 in a non-equilibrium geometry, with properties calculated with the ωB97M-V functional and the def2-TZVPD basis.

Output
Frontier orbital gap (alpha / beta) (Eh): 0.1870 / 0.2116
Charge: +1
Relative energy (zero: lowest compared OMol25 entry of this formula, charge and spin) (eV): 0.9710
Expectation value of S²: 6.1327
Calculated total energy (eV): -94908.10293
E_HOMO (alpha / beta) (eV): -9.78 / -9.80
2S+1: 5

Element x y z (Å)
Mn 1.8974 -1.3610 0.6630
O 6.6655 -0.5101 3.7804
C 5.7290 -0.9138 4.6191
O 5.9517 -1.1756 5.7669
C 4.3394 -1.0409 4.0670
C 3.1912 -1.2878 4.8156
Cl 3.0222 -1.3526 6.4893
N 2.1399 -1.3926 3.9693
N 2.5627 -1.2387 2.7052
C 3.8768 -1.0110 2.7487
C 4.4859 -0.6685 1.4254
O 5.6504 -0.3762 1.2898
O 3.5968 -0.7010 0.4704
C 0.7478 -1.5941 4.2345
C -0.1709 -0.8392 3.5115
C -1.5248 -1.0644 3.6803
C -1.9609 -2.0277 4.5796
C -1.0392 -2.7534 5.3181
C 0.3206 -2.5472 5.1467
H 6.3766 -0.3995 2.8484
H 0.1898 -0.0631 2.8499
H -2.2434 -0.4855 3.1148
H -3.0203 -2.2060 4.7045
H -1.3718 -3.5010 6.0251
H 1.0393 -3.1300 5.7044
C -1.5588 4.7329 -6.4306
O -1.3171 3.3901 -6.0356
C -2.1282 2.8290 -5.1291
C -3.2447 3.4525 -4.5652
C -4.0127 2.7818 -3.6353
C -3.6496 1.5052 -3.1931
C -2.5368 0.8694 -3.7851
C -1.8074 1.5163 -4.7486
N -4.4381 0.9054 -2.2452
N -4.1877 -0.0710 -1.5187
C -3.0466 -0.5148 -0.9363
C -3.0581 -1.8463 -0.4883
C -1.9545 -2.4514 0.0833
C -0.7685 -1.7413 0.2323
O 0.3534 -2.2294 0.7345
C -0.7320 -0.3711 -0.1628
N 0.4570 0.2589 0.0544
C 0.5414 1.5535 -0.1988
C -0.5514 2.2975 -0.6390
C -1.7551 1.6699 -0.8738
C -1.8654 0.2823 -0.6875
H -0.8084 4.9601 -7.1809
H -1.4427 5.4193 -5.5884
H -2.5548 4.8454 -6.8624
H -3.5173 4.4569 -4.8562
H -4.8879 3.2491 -3.2032
H -2.2725 -0.1358 -3.4807
H -0.9629 1.0381 -5.2278
H -3.9699 -2.4049 -0.6494
H -1.9904 -3.4836 0.4070
H 1.4997 2.0225 -0.0114
H -0.4478 3.3638 -0.7779
H -2.6083 2.2610 -1.1685
N 2.4025 -1.0874 -2.2539
N 2.1940 -2.2028 -1.3790
H 2.6979 -1.4056 -3.1697
H 3.1516 -0.5263 -1.8649
H 2.9679 -2.8640 -1.4015
H 1.3583 -2.6845 -1.6904